[1]
Computed, not measured: a molecular structure, C40H55FN9SZn, with ωB97M-V/def2-TZVPD.

Computed properties:
Orbital gap (alpha / beta) (Ha): 0.2415 / 0.2668
<S²>: 0.75

Geometry as ORCA input:
```
! RIJCOSX wB97M-V def2-TZVPD def2/J DEFGRID3
* xyz 0 2
Zn 0.38535 -0.01174 0.23865
C -0.06366 -0.69134 4.12030
C -1.03693 -1.85178 3.92245
C -2.36929 -1.34308 3.37989
C -0.31153 -2.94090 3.15313
C -0.00785 -4.04972 3.93033
C 0.80852 -5.06232 3.47290
C 1.38626 -4.90951 2.23500
C 1.09079 -3.83790 1.39361
C 1.80144 -3.96205 0.05375
C 0.97899 -4.87327 -0.87008
C 2.22645 -2.67575 -0.63265
C 0.16600 -2.85833 1.81649
N -0.36479 -1.86746 0.95141
C -1.64376 -2.06904 0.57841
C -2.33179 -3.30349 0.70652
C -3.63681 -3.46240 0.29796
C -4.35936 -2.41175 -0.25175
C -3.72925 -1.18627 -0.39472
C -2.42064 -1.05077 -0.00556
F -1.85338 0.20568 -0.16096
H -0.51078 0.07836 4.74772
H 0.18063 -0.26006 3.15356
H 0.85895 -1.03609 4.58425
H -1.24693 -2.27654 4.91253
H -2.21705 -0.68336 2.53382
H -2.87649 -0.77994 4.16247
H -3.01225 -2.16633 3.07768
H -0.41416 -4.11824 4.93106
H 1.01375 -5.93243 4.07990
H 2.07808 -5.66233 1.88322
H 2.73946 -4.49445 0.25829
H -0.05455 -4.54609 -0.92655
H 0.98099 -5.89048 -0.48327
H 1.40918 -4.88729 -1.87095
H 1.38137 -2.05074 -0.88290
H 2.77278 -2.91055 -1.54352
H 2.89937 -2.11322 0.00738
H -1.80752 -4.14188 1.14060
H -4.11054 -4.42803 0.40667
H -5.38122 -2.54185 -0.56919
H -4.24625 -0.32518 -0.79242
C 1.87797 5.56840 -0.22400
N 1.87862 4.12934 -0.18065
C 3.08903 3.55753 0.35635
C 0.79201 3.36972 -0.53375
N 0.83743 2.19229 -1.08635
C 1.86877 1.69078 -1.85390
C 2.96095 2.39688 -2.36632
C 3.89361 1.78286 -3.18252
C 3.76534 0.44540 -3.50871
C 2.62839 -0.23901 -3.11165
C 1.66753 0.37947 -2.32903
N 0.45320 -0.28134 -2.04330
C -0.35309 -0.46040 -3.04340
N -1.40377 -1.32991 -2.97875
C -1.22450 -2.65919 -2.45617
C -2.58550 -1.14015 -3.78714
N -0.27785 0.22046 -4.24948
C -0.18950 -0.53180 -5.47925
C 0.09037 1.60799 -4.37665
N -0.43824 3.93709 -0.35890
C -1.58298 3.36459 -1.02365
C -0.79235 4.77642 0.76277
H 2.78012 5.90765 -0.74037
H 1.88251 6.00727 0.77715
H 1.01645 5.93216 -0.77440
H 3.95832 3.82811 -0.25204
H 3.00312 2.47350 0.38687
H 3.24467 3.93486 1.37212
H 3.05096 3.45175 -2.16908
H 4.71818 2.36250 -3.57164
H 4.50682 -0.04767 -4.11842
H 2.47032 -1.25982 -3.42801
H -0.46228 -2.63389 -1.68953
H -0.91939 -3.35035 -3.25163
H -2.15399 -3.01748 -2.02152
H -2.56079 -1.71812 -4.71889
H -2.70632 -0.08490 -4.02561
H -3.45281 -1.46944 -3.21026
H -0.42721 -1.57747 -5.30242
H 0.83070 -0.48756 -5.88133
H -0.87432 -0.12280 -6.23046
H -0.09738 2.12093 -3.43811
H -0.53362 2.05762 -5.15774
H 1.14108 1.75280 -4.65116
H -1.24978 2.81094 -1.89491
H -2.25282 4.17117 -1.33139
H -2.12571 2.67291 -0.37800
H 0.05081 4.91397 1.43116
H -1.59305 4.30048 1.33816
H -1.14885 5.75126 0.41087
S 3.08530 -0.54870 2.00078
C 2.13067 0.44533 1.22941
N 1.64265 2.54950 2.90792
C 0.32012 2.53367 3.19674
C -0.16168 3.15108 4.36719
C -1.51370 3.17816 4.60396
C -2.36666 2.61786 3.65942
C -1.80372 2.03986 2.53802
N -0.50140 1.97484 2.29889
H 2.27712 2.68991 3.67712
H 1.93628 1.84982 2.19780
H 0.53643 3.58818 5.06551
H -1.91011 3.62649 5.50359
H -3.43440 2.61985 3.80218
H -2.43964 1.60628 1.78105
*
```

Results of the Mulliken charge analysis, in e, for atoms 1 through 99: 5.86 -1.19 0.45 -1.59 0.53 -0.98 -1.56 -0.35 0.69 0.23 -1.54 -1.62 -1.84 1.48 0.94 -0.90 -1.12 -0.82 -1.31 0.30 -0.08 0.40 -0.32 0.48 0.72 -0.08 0.51 0.48 0.43 0.38 0.46 0.78 0.15 0.43 0.46 -0.10 0.52 0.26 0.45 0.42 0.38 0.51 -1.33 0.77 -1.56 -0.02 0.46 -0.21 -0.72 -1.07 -1.33 -0.12 -0.72 0.81 -1.27 1.00 -0.70 -1.25 0.63 -1.21 -1.06 0.22 -0.44 -1.31 0.38 0.38 0.37 0.46 0.58 0.26 0.62 0.43 0.44 0.62 -0.61 0.41 0.43 0.33 0.34 0.37 0.32 0.35 0.30 0.11 0.38 0.22 -0.16 0.44 0.13 0.40 0.50 0.30 -0.27 -0.68 0.23 0.14 -1.01 -0.81 -0.97


[2]
Computed, not measured: 10 unconnected molecules or ions with the total composition C40H56F9O9, with ωB97M-V/def2-TZVPD.

Computed properties:
Orbital gap (Ha): 0.0974

Geometry as ORCA input:
```
! RIJCOSX wB97M-V def2-TZVPD def2/J DEFGRID3
* xyz -3 1
C -4.10117 -1.13832 4.37792
O -3.28489 -0.27791 3.52563
O -4.50046 -2.15836 3.63463
C -3.43067 -1.36811 5.77003
F -2.17280 -1.89241 5.70355
F -3.28054 -0.18615 6.43675
F -4.16276 -2.15100 6.59750
C -3.17066 1.10764 3.83309
C -2.24036 1.71979 2.81175
H -1.32807 1.11852 2.76123
H -2.54713 1.66410 1.76390
H -2.02392 2.78469 2.97166
H -2.77637 1.24490 4.84149
H -4.14510 1.61528 3.79266
H -4.99549 -0.50720 4.60211
C -3.05710 -5.41005 1.20846
O -2.63060 -4.61398 0.08688
O -3.94502 -4.69554 1.87391
C -3.43735 -6.89572 0.84144
F -3.80365 -7.64675 1.92338
F -4.50452 -6.94081 -0.01267
F -2.45188 -7.64593 0.24087
C -1.67286 -5.07483 -0.83041
C -1.45960 -3.90396 -1.79497
H -0.60822 -4.18702 -2.43376
H -2.34485 -3.86947 -2.42986
H -1.20504 -2.96916 -1.29378
H -2.03296 -5.94911 -1.38713
H -0.70483 -5.29834 -0.35413
H -2.17066 -5.55204 1.87795
C 0.69425 1.58881 -0.15817
C 0.43291 0.10240 -0.52748
O -0.86009 -0.30170 -0.52109
H 0.23673 2.32901 -0.82471
H 1.78441 1.75341 -0.14887
H 0.34059 1.82077 0.84970
H 1.04607 -0.44678 0.23717
H 0.96924 -0.24452 -1.44532
F 3.04478 -6.89474 -2.09986
C 2.77303 -5.58556 -2.28907
C 2.83918 -5.07146 -3.56396
C 2.56614 -3.73939 -3.81279
C 2.19299 -2.91251 -2.74016
C 2.13536 -3.42211 -1.45221
C 2.44623 -4.75883 -1.23176
H 2.97905 -5.79539 -4.36075
H 2.58318 -3.32321 -4.81021
H 1.92483 -1.87540 -2.89408
H 1.82634 -2.76929 -0.64589
H 2.45408 -5.12553 -0.21227
F 6.86552 5.70637 -3.77311
C 6.03817 5.04417 -2.92782
C 5.37115 3.90422 -3.30713
C 4.53917 3.27130 -2.39435
C 4.37089 3.78513 -1.11010
C 5.13758 4.88291 -0.69531
C 5.95039 5.51526 -1.62981
H 5.38298 3.50597 -4.31369
H 3.92875 2.42192 -2.66738
H 3.66207 3.33672 -0.42865
H 5.06462 5.32871 0.28628
H 6.48772 6.41812 -1.36675
F 2.37213 4.29657 1.80782
C 1.50929 5.23018 1.37155
C 0.17742 5.06138 1.67075
C -0.72641 6.02571 1.30170
C -0.29743 7.16491 0.59323
C 1.05770 7.34521 0.34209
C 1.94725 6.30366 0.61730
H -0.16155 4.14719 2.14495
H -1.79474 6.05793 1.46547
H -1.02638 7.94217 0.40442
H 1.41183 8.29414 -0.03812
H 2.98488 6.52941 0.41154
C 0.39672 -1.36768 3.23940
C -0.04690 -2.52747 2.32362
O -1.12791 -2.55140 1.82652
C 0.89199 -3.69226 2.24533
H 0.83953 -1.73266 4.17000
H -0.49044 -0.84357 3.60223
H 0.98745 -0.65170 2.66416
H 0.38697 -4.50519 1.72145
H 1.09094 -4.11694 3.23334
H 1.80622 -3.29497 1.79196
C 3.84650 -0.95592 1.20212
C 4.55555 0.37323 1.06681
O 5.50724 0.52908 0.33220
C 4.00245 1.55735 1.81638
H 3.42106 -1.32865 0.27137
H 3.09690 -0.86808 1.98751
H 4.51616 -1.75444 1.53405
H 4.80796 2.25917 2.03007
H 3.46149 1.35302 2.74058
H 3.25739 2.04543 1.18533
C -4.20349 2.43080 -2.58843
C -3.62359 2.24544 -1.19918
O -3.74657 1.19123 -0.65965
C -2.94195 3.41187 -0.50954
H -5.14197 1.88396 -2.65611
H -3.55248 1.95132 -3.32573
H -4.25835 3.49021 -2.84588
H -1.86794 3.19496 -0.52911
H -3.15106 3.50060 0.55505
H -3.08374 4.36530 -1.02196
C -4.22074 -0.83900 -4.66033
C -3.11654 -1.01192 -3.60873
O -3.32481 -1.38517 -2.49461
C -1.69459 -0.92629 -4.11922
H -5.18550 -0.72401 -4.15985
H -4.31612 -1.71910 -5.29631
H -4.10212 0.09596 -5.21367
H -1.11900 -0.45591 -3.31739
H -1.71606 -0.45893 -5.10696
H -1.31343 -1.93760 -4.28003
*
```

Results of the Mulliken charge analysis, in e, for atoms 1 through 99: -0.59 0.36 -0.73 0.83 -0.26 -0.31 -0.29 -0.64 0.33 -0.38 -0.20 0.33 0.25 0.26 -0.05 0.20 -0.06 -0.77 0.65 -0.30 -0.32 -0.30 -0.24 -0.60 0.23 0.27 0.05 0.41 -0.02 -0.21 -0.23 1.39 -0.60 0.09 0.16 -0.36 -0.80 -0.73 -0.35 0.41 -0.38 -0.52 -0.57 0.36 -0.46 0.33 0.36 0.29 0.07 0.37 -0.35 0.33 -0.39 -0.58 0.07 -0.62 -0.38 0.39 0.48 0.21 0.50 0.37 -0.22 0.47 0.02 -0.42 -0.53 -0.58 -0.25 0.25 0.37 0.35 0.38 0.20 -0.27 1.05 -0.17 -0.91 0.50 -0.42 -0.29 -0.03 0.52 0.01 -0.29 0.51 -0.62 -0.57 -0.03 -0.03 0.52 0.38 0.44 -0.26 -1.24 0.95 -0.38 -0.50 0.31


The records above give, respectively, M values of 778.40, 851.86 g mol⁻¹.
The records above give, respectively, DFT total energy values of -4327.33793, -3133.40865 a.u..